[1]
Density functional theory data (ωB97M-V/def2-TZVPD) for a 8-piece molecular cluster, C36H92N4O12 overall.

```
144
Properties=species:S:1:pos:R:3:forces:R:3
C 2.1681 3.2317 18.2780 0.46 0.48 -0.53
C 2.7202 2.4507 19.4754 0.91 0.14 -1.98
C 4.1949 2.7826 19.8076 -0.41 -0.06 -0.36
O 1.9581 2.7796 20.5510 -0.92 1.20 3.13
H 2.7720 3.1115 17.3786 -0.16 -0.43 -0.18
H 2.1584 4.3129 18.4164 0.33 0.18 0.59
H 1.1152 3.0108 18.1028 0.07 -0.52 -0.13
H 2.5224 1.3935 19.2982 0.76 -0.37 -0.41
H 4.6642 2.0465 20.4603 -0.17 -0.06 0.05
H 4.2484 3.7610 20.2852 -0.21 0.04 0.17
H 4.8252 2.8751 18.9231 -0.17 -0.31 -0.20
H 1.0423 2.5338 20.4010 -0.18 -0.11 -0.52
C 8.1732 1.3817 18.8992 0.25 0.48 0.05
C 7.9363 1.8552 20.3414 -0.03 0.16 0.07
C 7.4107 0.8066 21.2902 -0.13 -0.61 -0.38
O 9.1696 2.3303 20.7926 1.64 0.37 0.28
H 9.2130 1.1376 18.6815 0.18 -0.11 0.59
H 8.0157 2.2910 18.3192 -0.36 -0.37 -0.56
H 7.6049 0.5162 18.5583 -0.45 0.36 0.05
H 7.3146 2.7491 20.2916 -0.79 -0.22 0.01
H 6.5145 0.3833 20.8367 -0.09 -0.37 0.22
H 7.1940 1.0889 22.3205 -0.11 0.64 -0.11
H 8.1946 0.0557 21.3897 -0.11 -0.33 -0.23
H 9.0638 2.8173 21.6132 -0.10 0.00 0.06
C 4.6385 5.1764 16.2666 -0.06 0.30 -0.45
C 5.4577 6.3161 15.6999 1.25 -0.27 -0.58
C 6.9431 5.8940 15.3654 -0.65 0.28 0.79
O 4.7987 6.7704 14.4944 0.20 -0.03 0.76
H 5.0775 4.7454 17.1664 0.10 -0.08 -0.13
H 4.5378 4.4504 15.4599 -0.05 -0.36 0.21
H 3.6464 5.5566 16.5099 -0.05 -0.09 0.05
H 5.4519 7.1234 16.4323 0.20 0.20 0.00
H 6.9715 4.9280 14.8613 -0.08 0.09 -0.16
H 7.5425 5.8080 16.2717 -0.25 -0.28 0.35
H 7.5236 6.6278 14.8063 -0.52 0.13 -0.40
H 4.9842 7.7122 14.4778 -0.09 0.09 -0.41
C 3.5591 5.1001 22.9927 -0.46 -0.74 -0.02
C 2.4653 5.9662 22.3685 1.48 -0.20 1.48
C 2.8101 7.3812 22.5985 -0.02 1.35 -0.26
O 2.4258 5.7281 20.9950 -0.66 0.07 -0.52
H 4.4779 5.2224 22.4192 0.04 0.03 -0.03
H 3.2391 4.0596 22.9387 0.24 -0.21 -0.04
H 3.7697 5.2935 24.0446 -0.18 0.21 -0.01
H 1.5185 5.8503 22.8960 -0.41 -0.74 -0.21
H 3.6442 7.6812 21.9642 -0.01 0.08 -0.08
H 3.1009 7.5636 23.6330 -0.22 0.02 0.01
H 1.9172 7.9535 22.3469 0.24 0.56 0.02
H 2.2513 4.7886 20.9030 -0.10 -0.56 -0.37
C 0.0288 0.2681 23.6074 -0.81 -0.21 1.06
O 1.3691 0.2935 24.0078 -0.14 -0.22 0.11
C 2.1500 1.1590 23.2232 0.33 -0.30 -0.45
C 3.5551 1.3017 23.7473 -0.12 0.84 0.89
N 3.5844 2.0178 25.0660 0.84 -0.68 -1.06
C 4.9507 1.9540 25.6497 -1.82 -0.31 0.88
C 5.0604 2.8234 26.9194 0.07 0.09 -1.24
O 4.1687 2.4861 28.0046 1.57 0.30 -0.55
C 4.3978 3.3794 29.1083 -0.90 0.25 -0.45
H -0.2500 -0.0776 22.6119 0.82 -0.15 -0.47
H -0.4438 1.2432 23.7252 0.02 0.32 0.14
H -0.4929 -0.4134 24.2793 0.07 0.02 0.15
H 1.6950 2.1458 23.1378 -0.17 0.19 0.08
H 2.2031 0.7173 22.2281 0.06 0.19 -0.42
H 4.1054 1.8989 23.0202 -0.05 0.39 -0.08
H 4.0949 0.3557 23.7070 -0.13 -0.52 0.52
H 2.9162 1.5915 25.6920 -0.03 -0.16 0.13
H 5.6143 2.2922 24.8538 0.33 0.24 0.36
H 5.2186 0.9359 25.9322 0.13 -0.37 -0.20
H 4.9066 3.8240 26.5154 -0.49 0.52 0.57
H 6.1207 2.7953 27.1708 0.08 -0.17 0.75
H 5.4265 3.5086 29.4446 0.26 -0.49 -0.29
H 3.7874 3.0686 29.9562 0.06 -0.28 -0.17
H 4.0385 4.3647 28.8112 0.01 0.26 0.02
C -4.7949 2.6146 20.9441 -0.10 -0.28 0.12
O -3.4484 2.5978 20.5870 2.23 0.59 -0.39
C -2.4692 1.9762 21.4892 -1.11 0.85 0.90
C -1.0278 2.3952 21.0993 -1.95 -0.46 0.00
N -0.7385 1.7764 19.8373 0.56 0.56 -1.63
C -0.5504 0.3471 19.7931 -0.33 -0.29 -0.43
C -0.2393 -0.2519 18.3950 0.02 1.10 1.00
O -1.3225 0.0632 17.5523 -0.67 -0.04 0.21
C -1.2832 -0.3212 16.2084 0.27 -0.42 -1.16
H -5.3756 3.1811 20.2161 0.25 -0.22 -0.59
H -4.9982 3.1894 21.8477 0.18 -0.52 0.63
H -5.1323 1.5782 20.9372 -0.62 0.10 0.50
H -2.6410 0.8998 21.4891 0.26 -0.16 -0.26
H -2.7000 2.2831 22.5093 -0.03 0.28 0.19
H -0.2978 2.1806 21.8798 -0.16 0.06 -0.07
H -1.0545 3.4543 20.8429 0.10 0.29 0.67
H -1.5755 2.0359 19.3352 0.08 -0.25 -0.95
H -1.4771 -0.1480 20.0832 0.09 -0.46 0.56
H 0.2767 0.1823 20.4837 -0.03 -0.72 -0.03
H -0.1399 -1.3258 18.5526 0.19 -0.17 -0.30
H 0.6871 0.2096 18.0531 0.24 -0.17 -0.40
H -2.2664 -0.5135 15.7788 -0.43 0.43 0.59
H -0.7848 -1.2550 15.9482 0.51 -0.24 0.74
H -0.8163 0.4248 15.5654 0.20 0.34 0.09
C 7.3879 1.0526 15.4565 1.68 0.08 -0.06
O 6.4765 0.1416 15.9901 -1.28 0.18 -0.22
C 5.1408 0.6510 15.9939 -0.55 -0.39 0.49
C 4.1778 -0.3371 16.7037 1.46 0.32 0.24
N 4.3726 -0.3712 18.1585 -1.55 -0.13 0.76
C 3.4807 -1.3380 18.8378 0.78 0.28 0.52
C 3.8008 -1.3922 20.3428 -0.77 -1.39 -0.80
O 5.0058 -2.1148 20.4547 0.49 1.03 0.79
C 5.3982 -2.6180 21.7549 0.36 -0.42 -1.65
H 8.3216 0.5141 15.2942 0.04 -0.20 0.20
H 7.6435 1.8657 16.1358 -0.31 0.15 0.26
H 7.2122 1.5037 14.4799 -0.97 -0.16 -0.18
H 4.7696 0.8213 14.9833 0.13 -0.23 -0.40
H 5.1023 1.6342 16.4631 0.12 0.14 0.42
H 4.3129 -1.2939 16.1994 0.13 -0.47 0.08
H 3.1349 -0.0731 16.5285 0.00 0.38 -0.03
H 5.2349 -0.7138 18.5574 0.95 0.40 -1.11
H 3.7456 -2.3243 18.4569 -0.49 -0.45 -0.03
H 2.4047 -1.1875 18.7497 0.03 0.43 -0.47
H 3.0166 -2.0182 20.7685 -0.39 0.02 0.37
H 3.7445 -0.4158 20.8241 0.53 0.24 0.07
H 5.1728 -2.0243 22.6408 -0.24 0.28 -0.29
H 6.4745 -2.7178 21.6144 0.04 0.00 0.54
H 4.9903 -3.6273 21.8103 -0.18 0.00 0.51
C -8.0141 5.8206 13.9743 -0.32 -0.62 1.28
O -6.7215 5.4905 14.5639 0.60 -0.30 -0.06
C -6.4307 6.0194 15.8483 -1.84 1.22 -0.24
C -5.2618 5.4415 16.6505 -1.24 0.51 0.41
N -4.7492 6.3825 17.6520 2.86 -1.84 -1.96
C -3.7549 5.7603 18.5157 -1.70 -0.71 1.76
C -2.5530 5.0921 17.8525 0.27 -0.95 -1.36
O -2.8699 3.8519 17.1853 0.55 1.06 0.70
C -1.6935 3.2126 16.6124 0.03 0.60 -0.73
H -8.7638 5.4832 14.6900 -0.25 0.19 0.12
H -8.2240 5.2356 13.0788 0.85 -0.11 0.04
H -8.2181 6.8640 13.7340 0.65 0.22 0.22
H -7.2757 5.9743 16.5354 -0.56 -0.46 -0.11
H -6.3273 7.0994 15.7431 0.62 0.36 -0.03
H -4.4414 5.2796 15.9514 0.62 -0.39 -0.04
H -5.5068 4.5700 17.2575 0.03 -0.36 -0.75
H -4.2723 7.1745 17.2455 -0.83 1.28 -0.20
H -4.2609 4.9306 19.0093 -0.07 0.00 0.43
H -3.4296 6.4939 19.2534 0.15 -0.06 -0.12
H -1.8520 4.8862 18.6614 0.03 0.20 0.19
H -2.1399 5.8278 17.1624 0.55 -0.13 -0.30
H -2.0350 2.4450 15.9179 -0.18 0.03 0.37
H -0.9583 2.8026 17.3049 -0.59 -0.11 0.58
H -1.1173 3.9274 16.0249 -0.15 0.34 -0.19
```
Forces are in eV/Å.

Summary:
- E_LUMO (spin up / spin down): -0.097 / -0.291 Ha
- Gap between HOMO and LUMO (spin up / spin down): 7.6 / 2.4 eV
- Multiplicity: 2
- Energy above the lowest of the compared OMol25 structures with the same formula, charge and spin: 13.8 kcal/mol
- Total charge: +1


[2]
Density functional theory data (ωB97M-V/def2-TZVPD) for one molecule with the formula C2H4N4S.

```
11
Properties=species:S:1:pos:R:3:forces:R:3
H 2.5709 0.5512 0.6360 -0.45 0.27 0.08
N 1.7875 1.1905 0.4541 -0.61 -0.42 -0.20
C 0.6965 0.5608 0.2054 1.28 0.38 -0.02
N 0.5950 -0.8318 0.2121 -1.65 0.29 -0.86
N -0.6178 -1.5250 0.2045 0.66 0.41 0.45
C -1.5952 -1.0278 -0.4424 0.65 -0.09 0.39
S -1.4310 0.4728 -1.3377 -0.08 0.22 0.32
N -0.4808 1.2431 -0.0903 0.03 -0.99 -0.02
H 1.2848 -1.2661 0.7732 0.38 -0.59 0.43
H -2.5192 -1.5784 -0.3459 -0.20 0.12 -0.44
H -0.2906 2.2108 -0.2689 -0.02 0.42 -0.12
```
Forces are in eV/Å.

Summary:
- E_LUMO: 0.010 Ha
- Gap between HOMO and LUMO: 9.3 eV
- Energy above the lowest of the compared OMol25 structures with the same formula, charge and spin: 37.8 kcal/mol
- SMILES: [H]/N=C1\NN=CSN1


[3]
Density functional theory data (ωB97M-V/def2-TZVPD) for a 2-piece molecular cluster, C4H6O2 overall.

```
12
Properties=species:S:1:pos:R:3:forces:R:3
O -2.5532 -0.5881 -0.1742 0.23 0.12 -0.37
C -1.8093 -0.2757 -1.0716 0.07 0.06 0.54
C -0.6785 0.4503 -1.4067 -0.28 -0.32 -0.10
C 0.2941 0.3185 0.9345 -0.21 -0.15 -0.01
C 1.6948 -0.0966 0.9231 0.18 -0.22 -0.15
O 1.2461 0.9860 1.7237 0.06 0.19 0.18
H -2.0600 -0.4553 -2.1849 0.09 0.05 -0.19
H -0.0847 0.9647 0.1017 0.03 0.00 0.11
H 0.1717 -0.1390 -1.7671 -0.15 0.05 0.03
H -0.4780 -0.2510 1.4465 0.16 0.10 -0.06
H 1.9928 -0.9890 1.4713 -0.07 0.14 -0.08
H 2.3342 0.1814 0.0856 -0.10 -0.03 0.12
```
Forces are in eV/Å.

Summary:
- E_LUMO: -0.029 Ha
- Gap between HOMO and LUMO: 9.2 eV
- Energy above the lowest of the compared OMol25 structures with the same formula, charge and spin: 141.9 kcal/mol


[4]
Density functional theory data (ωB97M-V/def2-TZVPD) for C48H60BrN3Sb2SiV as an isolated structure.

```
116
Properties=species:S:1:pos:R:3:forces:R:3
V -0.9050 -1.1670 0.2603 0.52 -0.37 -2.33
C 0.1625 -2.8058 3.4459 0.08 0.00 -0.02
C -0.2125 -1.3922 3.1728 -0.12 -0.13 -0.12
C 0.2597 -0.3269 3.9402 -0.10 0.29 0.02
C -0.0715 0.9794 3.6083 0.17 -0.20 0.21
C -0.9482 1.2277 2.5579 -0.27 -0.13 -0.19
C -1.4404 0.1381 1.8432 -0.39 0.98 0.74
N -1.0071 -1.1095 2.1253 0.32 0.00 2.53
Sb -3.6362 0.1647 1.3108 0.35 0.09 -0.10
C -3.5120 -1.7293 0.1599 -0.23 0.33 0.15
C -4.7377 -2.3213 -0.0866 0.09 0.20 0.02
C -4.7754 -3.6784 -0.3910 0.08 -0.03 -0.01
C -3.5933 -4.3989 -0.4152 -0.08 0.07 0.01
C -2.3806 -3.7602 -0.1794 -0.07 -0.11 -0.08
C -1.0837 -4.5029 -0.2015 -0.02 -0.01 0.04
N -2.3776 -2.4397 0.0920 -0.47 -0.95 -0.05
C -1.1123 0.0453 -1.2600 -0.09 0.22 -0.07
C -1.2880 1.1498 -2.0599 0.12 0.09 -0.17
C -1.1732 0.9001 -3.4295 -0.04 0.11 0.20
C -0.8748 -0.3734 -3.8994 0.00 -0.17 0.09
C -0.6816 -1.4342 -3.0127 0.00 0.12 -0.27
C -0.2898 -2.8073 -3.4392 -0.03 -0.05 0.03
N -0.8481 -1.1473 -1.7147 -0.01 0.10 -0.55
H 1.2473 -2.9235 3.4443 -0.01 0.00 -0.02
H -0.2742 -3.4766 2.7126 0.00 -0.03 -0.02
H -0.1901 -3.0962 4.4381 -0.02 0.03 0.00
H 0.9245 -0.5299 4.7700 -0.02 -0.01 0.01
H 0.3291 1.7985 4.1921 0.02 0.01 -0.03
H -1.2825 2.2340 2.3414 -0.02 0.01 0.02
H -5.6447 -1.7325 -0.0205 -0.05 -0.08 0.01
H -5.7218 -4.1679 -0.5825 0.01 -0.01 -0.01
H -3.5980 -5.4625 -0.6110 0.00 0.01 -0.03
H -1.2206 -5.4887 -0.6398 0.02 0.01 -0.04
H -0.7142 -4.6532 0.8146 0.01 0.02 0.02
H -0.3180 -3.9694 -0.7642 -0.01 0.02 0.00
H -1.4657 2.1439 -1.6755 0.00 -0.04 -0.03
H -1.3008 1.7164 -4.1296 0.01 -0.02 -0.03
H -0.7814 -0.5541 -4.9618 0.05 0.01 0.00
H 0.0446 -2.8003 -4.4738 0.01 -0.04 0.00
H -1.1291 -3.5027 -3.3655 -0.02 0.03 0.01
H 0.5173 -3.1822 -2.8084 0.02 0.01 -0.03
C -5.4660 4.3919 4.5630 -0.04 -0.03 -0.04
C -6.2763 3.5300 3.8334 0.00 0.01 0.05
C -5.8731 3.0926 2.5806 -0.02 -0.06 -0.04
C -4.6555 3.5381 2.0707 0.11 -0.20 -0.59
C -3.8343 4.3967 2.7928 0.12 0.08 0.02
C -4.2513 4.8248 4.0452 0.02 0.01 0.01
Sb -4.1181 2.7907 0.1507 -0.34 0.21 -0.38
C -2.9848 4.1028 -1.1299 -0.37 -0.59 0.73
C -1.9217 4.8398 -0.6240 0.04 0.06 -0.01
C -1.3078 5.7635 -1.4580 0.04 -0.01 0.06
C -1.7519 5.9253 -2.7651 -0.02 -0.01 -0.03
C -2.8106 5.1683 -3.2521 -0.01 -0.01 -0.02
C -3.4396 4.2391 -2.4338 -0.09 -0.02 -0.04
C -5.8650 2.1878 -0.8971 0.44 0.12 0.32
C -5.8155 0.9927 -1.6113 0.04 0.00 0.04
C -6.9396 0.5732 -2.3079 0.03 -0.06 -0.03
C -8.0996 1.3371 -2.2767 0.03 0.00 0.01
C -8.1361 2.5293 -1.5648 -0.04 0.03 -0.01
C -7.0155 2.9675 -0.8719 0.01 0.07 0.03
H -5.7895 4.7330 5.5373 0.01 0.02 -0.01
H -7.2266 3.2050 4.2353 0.00 0.01 0.00
H -6.5151 2.4365 2.0025 -0.03 0.01 0.04
H -2.8948 4.7589 2.3921 -0.03 0.02 -0.02
H -3.6329 5.5080 4.6117 0.00 0.00 0.00
H -1.5866 4.7242 0.3990 0.03 0.03 -0.01
H -0.4950 6.3681 -1.0784 0.01 0.01 -0.03
H -1.2778 6.6549 -3.4080 0.01 0.01 0.01
H -3.1634 5.3117 -4.2647 0.01 0.01 0.00
H -4.2818 3.6646 -2.8020 0.01 0.02 -0.02
H -4.9011 0.4047 -1.6466 -0.02 -0.01 -0.06
H -6.9059 -0.3428 -2.8835 -0.03 0.00 0.01
H -8.9775 1.0046 -2.8141 0.00 0.01 -0.01
H -9.0391 3.1251 -1.5507 0.01 0.00 0.00
H -7.0490 3.9050 -0.3295 -0.03 -0.01 0.01
C 5.6625 -3.8442 1.3921 0.12 -0.08 -0.03
C 5.7832 -3.1979 0.0075 -0.52 0.66 0.12
C 4.9062 -3.9868 -0.9810 0.09 -0.06 0.01
C 7.2539 -3.2105 -0.4450 0.08 0.12 -0.06
Si 5.2746 -1.3429 0.0473 0.72 -0.20 -0.07
Br 1.4068 -1.6304 0.2398 0.22 -0.10 0.11
C 5.3624 -0.4164 1.7231 -0.35 0.05 -0.47
C 4.9427 1.0549 1.5778 0.08 -0.07 0.09
C 4.4736 -1.0575 2.8016 0.07 -0.09 -0.05
C 6.8423 -0.4728 2.1522 0.08 -0.17 -0.16
C 5.1245 -0.3829 -1.6060 -0.31 -0.22 0.35
C 6.4904 0.3165 -1.7791 0.11 -0.07 0.29
C 4.8821 -1.3109 -2.8038 0.08 0.05 0.03
C 4.0076 0.6752 -1.5912 0.11 -0.01 0.06
H 6.0810 -4.8517 1.3332 -0.04 -0.02 -0.02
H 4.6210 -3.9372 1.7064 0.03 0.00 0.04
H 6.2289 -3.3187 2.1597 -0.05 -0.04 -0.01
H 5.0541 -5.0524 -0.7927 -0.01 -0.01 0.01
H 5.1817 -3.8037 -2.0160 -0.07 0.00 0.02
H 3.8407 -3.7749 -0.8526 -0.02 -0.06 -0.02
H 7.5740 -4.2517 -0.5372 0.00 -0.01 0.01
H 7.9147 -2.7300 0.2795 0.02 -0.01 -0.02
H 7.4036 -2.7405 -1.4196 0.00 -0.03 0.01
H 3.8897 1.1484 1.3034 0.03 0.03 0.02
H 5.5548 1.5955 0.8551 -0.06 0.01 0.02
H 5.0799 1.5466 2.5440 0.02 0.00 0.01
H 3.4184 -1.0316 2.5146 -0.01 0.01 0.04
H 4.5946 -0.4787 3.7209 -0.03 0.02 0.01
H 4.7514 -2.0849 3.0267 -0.05 0.06 0.01
H 7.5060 -0.0249 1.4085 0.04 0.02 0.04
H 7.1834 -1.4888 2.3528 0.03 0.05 0.00
H 6.9555 0.0973 3.0771 -0.01 0.03 0.00
H 7.3234 -0.3901 -1.7819 0.03 0.04 -0.04
H 6.6761 1.0679 -1.0089 0.03 0.00 -0.04
H 6.4921 0.8253 -2.7456 -0.01 0.01 -0.01
H 5.7065 -2.0038 -2.9660 -0.03 -0.02 -0.01
H 4.8081 -0.6905 -3.7001 0.00 0.01 -0.01
H 3.9519 -1.8736 -2.7074 0.03 -0.02 -0.03
H 4.0959 1.3750 -0.7634 -0.04 -0.01 -0.11
H 3.0202 0.2106 -1.5615 -0.04 0.02 0.00
H 4.0835 1.2512 -2.5165 -0.03 -0.01 -0.03
```
Forces are in eV/Å.

Summary:
- E_LUMO (spin up / spin down): -0.428 / -0.431 Ha
- Gap between HOMO and LUMO (spin up / spin down): 6.4 / 6.3 eV
- Multiplicity: 2
- Energy above the lowest of the compared OMol25 structures with the same formula, charge and spin: 13.8 kcal/mol
- Total charge: +4


Question: Which formula does entry 3 have?
Answer: C4H6O2


Question: Which of these has the highest energy above the lowest of the compared OMol25 structures with the same formula, charge and spin?
Answer: C4H6O2